(1)
Entry from the OMol25 dataset: 9 unconnected molecules or ions with the total composition C32H61N11O10 at a distorted geometry (ωB97M-V/def2-TZVPD).

Results
- F_max: 1.628 eV/A
- Orbital gap: 8.573 eV
- Calculated total energy: -2610.655961 Eh
- Highest occupied orbital energy: -8.7 eV
- SMILES string: O=NOc1ccc2nccnc2c1.CNC(C)=O.CNC(C)=O.CNC(C)=O.CNC(C)=O.CNC(C)=O.CNC(C)=O.CNC(C)=O.CNC(C)=O

Geometry as ORCA input:
```
! wB97M-V def2-TZVPD RIJCOSX def2/J DEFGRID3
* xyz 0 1
O 4.3454 -0.4418 0.2849
N 3.9000 0.4720 -0.2741
O 3.2869 0.0886 -1.5351
C 2.0797 -0.5549 -1.2337
C 2.0412 -1.9737 -1.3629
C 0.8836 -2.5944 -1.0713
C -0.2547 -1.8861 -0.6115
N -1.3832 -2.6008 -0.3237
C -2.3680 -1.8682 0.1259
C -2.2776 -0.4595 0.2636
N -1.2380 0.2746 -0.0355
C -0.1991 -0.4977 -0.4711
C 1.0170 0.1462 -0.8111
H 2.9398 -2.5050 -1.6943
H 0.8066 -3.6731 -1.1878
H -3.2912 -2.3758 0.4028
H -3.1569 0.0612 0.6499
H 1.0969 1.2285 -0.7239
C 0.0476 -0.8661 5.9728
N -1.2624 -1.0100 5.3649
C -1.8011 -0.2861 4.3505
C -0.9604 0.8167 3.7555
O -2.9281 -0.5323 3.9464
H 0.5975 -1.8018 5.8607
H -0.0739 -0.6554 7.0367
H 0.6155 -0.0636 5.5145
H -1.8757 -1.7293 5.7155
H -1.5195 1.3016 2.9603
H -0.7203 1.5607 4.5171
H -0.0432 0.4051 3.3324
C -6.2107 -0.0782 2.2194
N -6.0435 -1.3731 1.5817
C -6.8344 -1.9460 0.6313
C -8.0334 -1.1527 0.1764
O -6.5652 -3.0520 0.1858
H -5.3254 0.5328 2.0275
H -6.3106 -0.2179 3.2963
H -7.0897 0.4383 1.8444
H -5.2583 -1.9430 1.8542
H -8.5780 -1.7189 -0.5748
H -8.6982 -0.9620 1.0184
H -7.7169 -0.2079 -0.2624
C -4.1679 5.0327 4.7354
N -5.3942 4.2625 4.6492
C -5.5332 2.9109 4.5765
C -4.2822 2.0687 4.5812
O -6.6422 2.4026 4.5054
H -4.1803 5.6229 5.6535
H -4.1112 5.7114 3.8826
H -3.2931 4.3912 4.7372
H -6.2711 4.7595 4.6401
H -4.5586 1.0234 4.5144
H -3.6572 2.3162 3.7223
H -3.7223 2.2221 5.5061
C 8.2811 -3.7501 -2.4289
N 6.9331 -3.4963 -2.9177
C 5.7543 -3.8004 -2.3283
C 5.8018 -4.4942 -0.9879
O 4.6942 -3.5169 -2.8738
H 8.8049 -2.8037 -2.3398
H 8.8053 -4.3753 -3.1527
H 8.2715 -4.2499 -1.4652
H 6.8293 -3.0352 -3.8080
H 4.7861 -4.6709 -0.6445
H 6.3117 -5.4542 -1.0757
H 6.3133 -3.8688 -0.2552
C 11.0215 1.7694 -3.4742
N 10.6505 0.4328 -3.0531
C 10.8685 -0.7376 -3.6964
C 11.5821 -0.6873 -5.0222
O 10.4896 -1.7936 -3.2000
H 11.6755 2.2010 -2.7161
H 10.1193 2.3800 -3.5534
H 11.5348 1.7684 -4.4289
H 10.1694 0.3242 -2.1746
H 11.6803 -1.6979 -5.4098
H 11.0119 -0.0937 -5.7385
H 12.5774 -0.2615 -4.8929
C -8.6132 4.5193 2.5138
N -8.5753 3.2739 1.7785
C -9.4447 2.8122 0.8455
C -10.6302 3.6679 0.4795
O -9.2334 1.7186 0.3370
H -7.6946 5.0739 2.3061
H -8.6571 4.2883 3.5802
H -9.4665 5.1340 2.2457
H -7.8152 2.6372 1.9647
H -11.2173 3.1538 -0.2764
H -11.2580 3.8367 1.3564
H -10.2969 4.6222 0.0695
C 16.6372 -1.7682 -3.6249
N 15.5331 -0.8273 -3.6753
C 14.7743 -0.3672 -2.6465
C 15.0915 -0.8770 -1.2628
O 13.8709 0.4300 -2.8517
H 17.5349 -1.2861 -4.0153
H 16.4006 -2.6298 -4.2512
H 16.8278 -2.1071 -2.6125
H 15.2703 -0.4479 -4.5712
H 14.4056 -0.4233 -0.5535
H 14.9697 -1.9600 -1.2207
H 16.1108 -0.6073 -0.9833
C -13.7339 -0.5872 -2.4768
N -13.2744 0.7857 -2.3860
C -12.0191 1.2671 -2.5946
C -10.9445 0.2773 -2.9687
O -11.7873 2.4599 -2.4775
H -14.5220 -0.6514 -3.2295
H -14.1443 -0.8913 -1.5122
H -12.9284 -1.2611 -2.7478
H -13.9428 1.4984 -2.1394
H -10.0062 0.8078 -3.0988
H -10.8183 -0.4619 -2.1767
H -11.1972 -0.2215 -3.9059
*
```

***

(2)
Entry from the OMol25 dataset: a molecular structure, C2H9NO at a distorted geometry (ωB97M-V/def2-TZVPD).

Results
- F_max: 4.878 eV/A
- Orbital gap: 6.479 eV
- Calculated total energy: -211.351859 Eh
- Energy relative to the best compared isomer or geometry (same formula, charge and spin): 612.31 kJ/mol
- Highest occupied orbital energy: -9.0 eV

Geometry as ORCA input:
```
! wB97M-V def2-TZVPD RIJCOSX def2/J DEFGRID3
* xyz 0 1
N -0.5586 -2.5146 -0.3348
H -0.0475 -1.7149 -0.7044
H -1.7573 2.7803 -0.6670
H -0.8290 -1.7582 0.5298
H -1.3328 -2.6364 -0.9382
C 0.7864 0.0888 0.9477
O -0.4349 -0.2166 1.2579
C 0.9436 0.5648 -0.4660
H 1.4811 -0.7626 1.1427
H 1.3617 0.8604 1.5342
H 1.9783 0.8479 -0.9005
H 0.0763 0.9030 -0.9603
H -1.6673 3.5580 -0.4411
*
```

***

(3)
Entry from the OMol25 dataset: a molecular structure, C46H42BrN8O2P3W (ωB97M-V/def2-TZVPD).

Results
- F_max: 0.478 eV/A
- Orbital gap (alpha / beta): 7.413 / 5.598 eV
- Calculated total energy: -6031.361747 Eh
- Energy relative to the best compared isomer or geometry (same formula, charge and spin): 38.68 kJ/mol
- Highest occupied orbital energy (alpha / beta): -12.6 / -12.7 eV

Geometry as ORCA input:
```
! wB97M-V def2-TZVPD RIJCOSX def2/J DEFGRID3
* xyz 2 3
W -0.2178 0.0494 -0.2093
C -1.8228 -1.4166 2.5276
P -1.3610 -1.9970 0.8709
C -0.3706 -3.5026 1.2143
C -1.0749 -4.5684 1.7820
C -0.4277 -5.7483 2.1141
C 0.9309 -5.8961 1.8673
C 1.6389 -4.8533 1.2909
C 0.9902 -3.6672 0.9701
C -2.8002 -2.6896 0.0188
C -2.6122 -3.1777 -1.2740
C -3.6428 -3.8196 -1.9421
C -4.8759 -3.9682 -1.3207
C -5.0715 -3.4798 -0.0349
C -4.0374 -2.8453 0.6382
C -1.7888 0.0753 2.5620
C -2.3146 0.9008 3.5152
C -2.0537 2.2335 3.1063
C -1.3819 2.1668 1.9180
C -0.8463 3.2945 1.1017
P -0.1668 2.6134 -0.4369
C 1.3998 3.5226 -0.6714
C 2.5962 2.9683 -1.1243
C 3.7279 3.7680 -1.2703
C 3.6686 5.1226 -0.9805
C 2.4725 5.6865 -0.5524
C 1.3454 4.8952 -0.4006
C -1.2179 3.1961 -1.7851
C -0.6663 3.3602 -3.0559
C -1.4715 3.7675 -4.1088
C -2.8215 4.0187 -3.8955
C -3.3698 3.8642 -2.6284
C -2.5703 3.4491 -1.5721
N -1.1979 0.8308 1.5454
H -1.0973 -1.8727 3.2049
H -2.7964 -1.7976 2.8338
H -2.1440 -4.4913 1.9525
H -0.9917 -6.5626 2.5493
H 1.4292 -6.8277 2.1017
H 2.6902 -4.9728 1.0594
H 1.5602 -2.8886 0.4870
H -1.6581 -3.0908 -1.7698
H -3.4639 -4.2206 -2.9317
H -5.6820 -4.4774 -1.8326
H -6.0312 -3.5985 0.4510
H -4.2202 -2.4671 1.6359
H -2.8465 0.5842 4.4000
H -2.3415 3.1397 3.6183
H -0.0360 3.8126 1.6189
H -1.6020 4.0498 0.8845
H 2.6329 1.9330 -1.4231
H 4.6463 3.3321 -1.6442
H 4.5433 5.7466 -1.1126
H 2.4134 6.7472 -0.3465
H 0.4186 5.3593 -0.0838
H 0.3902 3.1871 -3.2297
H -1.0395 3.8999 -5.0920
H -3.4448 4.3504 -4.7155
H -4.4178 4.0745 -2.4579
H -3.0118 3.3244 -0.5910
Br -3.8960 0.4091 -0.3425
C -2.9383 0.0684 -1.9165
C -3.6539 -0.1585 -3.0794
C -2.9657 -0.2920 -4.2680
C -1.5860 -0.1372 -4.2794
C -0.9422 0.0722 -3.0899
N -1.5992 0.1214 -1.9033
C 0.5311 0.4022 -3.0447
O 1.1918 0.4682 -4.0378
O 0.9642 0.6830 -1.8160
H -4.7316 -0.2126 -3.0347
H -3.5066 -0.4762 -5.1873
H -0.9969 -0.1583 -5.1859
N 0.4763 -1.6588 -1.1441
C 0.8545 -2.5581 -1.7879
C 1.2894 -3.6199 -2.5186
C 2.7008 -3.8213 -2.6114
N 3.8422 -3.9729 -2.6072
C 0.2892 -4.4710 -3.0835
N -0.5959 -5.0830 -3.4941
C 4.3725 1.5025 2.2098
N 3.1033 1.7466 3.0597
C 3.0644 0.7131 4.1948
N 3.1294 -0.6002 3.6606
C 4.3521 -0.7771 2.8717
N 4.4142 0.1596 1.7485
C 3.4142 -0.1385 0.7172
P 1.7140 0.0071 1.4117
C 1.8644 1.6597 2.2160
C 1.9247 -1.0172 2.9430
H 5.2126 1.7192 2.8675
H 4.3351 2.2185 1.3895
H 3.1582 2.6815 3.4680
H 2.1413 0.8872 4.7447
H 3.9259 0.9261 4.8257
H 4.3941 -1.7968 2.4944
H 5.2120 -0.6090 3.5195
H 3.5657 -1.1548 0.3475
H 3.5199 0.5282 -0.1354
H 0.9848 1.8504 2.8351
H 1.9366 2.4306 1.4483
H 2.0043 -2.0641 2.6740
H 1.0406 -0.9043 3.5741
*
```

***

(4)
Entry from the OMol25 dataset: a molecular structure, C9H8NO5PSr at a distorted geometry (ωB97M-V/def2-TZVPD).

Results
- F_max: 9.890 eV/A
- Orbital gap: 6.270 eV
- Calculated total energy: -1149.839620 Eh
- Highest occupied orbital energy: -15.7 eV

Geometry as ORCA input:
```
! wB97M-V def2-TZVPD RIJCOSX def2/J DEFGRID3
* xyz 2 1
O 4.9571 1.1502 1.6879
C 4.1434 0.4471 0.8928
N 4.5796 -0.5543 -0.1667
C 3.6172 -0.7810 -1.3342
O 3.8896 -1.2175 -2.5944
C 2.1793 -0.4166 -0.6302
C 0.6262 -0.6888 -1.0821
C -0.6599 -0.2374 -0.1133
C -2.1585 -0.6110 -0.6525
P -3.5026 0.7018 -0.3382
O -3.0942 1.8786 0.6325
O -4.1106 1.2839 -1.8932
O -4.8752 -0.1676 0.3808
C -0.2677 0.4961 1.2974
C 1.2987 0.8331 1.7734
C 2.5108 0.3513 0.7801
H 5.6031 -0.6049 -0.3873
H 0.4316 -1.2453 -2.0929
H -2.4979 -1.6619 -0.2417
H -2.0734 -0.7315 -1.8371
H -3.9869 0.5068 -2.5401
H -4.6598 -1.1587 0.2532
H -1.1164 0.8248 2.0359
H 1.5414 1.3860 2.7850
Sr -2.3752 0.2168 3.3848
*
```

***

(5)
Entry from the OMol25 dataset: a single C3H3NO2S molecule at a distorted geometry (ωB97M-V/def2-TZVPD).

Results
- F_max: 1.784 eV/A
- Orbital gap: 9.381 eV
- Calculated total energy: -719.470931 Eh
- Energy relative to the best compared isomer or geometry (same formula, charge and spin): 287.05 kJ/mol
- Highest occupied orbital energy: -9.7 eV
- SMILES string: C=NSC(=O)C=O

Geometry as ORCA input:
```
! wB97M-V def2-TZVPD RIJCOSX def2/J DEFGRID3
* xyz 0 1
C -1.7755 0.1969 -2.0479
N -0.9147 -0.1675 -1.1913
S -1.0345 0.5321 0.3800
C 0.5789 0.0968 0.9896
O 1.0852 0.6150 1.9407
C 1.1504 -0.9690 0.0757
O 2.2961 -0.8997 -0.2849
H -2.5653 0.8698 -1.8139
H -1.7116 -0.1256 -3.0931
H 0.4596 -1.7571 -0.1848
*
```

***

(6)
Entry from the OMol25 dataset: 2 unconnected molecules or ions with the total composition CH2Cl2O3 at a distorted geometry (ωB97M-V/def2-TZVPD).

Results
- F_max: 1.331 eV/A
- Orbital gap: 10.649 eV
- Calculated total energy: -1185.366986 Eh
- Energy relative to the best compared isomer or geometry (same formula, charge and spin): 0.00 kJ/mol
- Highest occupied orbital energy: -11.2 eV
- SMILES string: O=C(O)OCl.Cl

Geometry as ORCA input:
```
! wB97M-V def2-TZVPD RIJCOSX def2/J DEFGRID3
* xyz 0 1
O -1.6631 0.4492 -0.1464
C -0.5474 0.4934 -0.5620
O 0.4468 1.2198 -0.0632
O -0.2158 -0.2323 -1.6299
Cl 1.4027 -0.1655 -2.1880
H 0.1594 1.7093 0.7202
Cl 0.4928 -1.1854 2.0820
H -0.0754 -2.2885 1.7873
*
```